# 1
The following is a DFT calculation (ωB97M-V with the def2-TZVPD basis set) of the molecule C16H22ClNO3Si at a distorted geometry.

Geometry as XYZ:
```
44
Properties=species:S:1:pos:R:3:forces:R:3:nbo_charge:R:1
N 1.814064 2.686316 5.418418 0.10 -0.05 -1.71 -0.3329
O 1.335425 0.722824 0.626525 -1.15 0.09 1.10 -0.6110
Cl 3.414682 -2.273016 -5.140763 -0.71 0.37 0.07 -0.0260
C 1.718100 2.613087 4.260268 0.35 0.44 2.55 0.2914
O -1.973016 -1.822687 -2.689252 0.96 1.21 0.33 -0.5211
O -0.764630 0.798257 1.546875 0.88 0.54 -1.93 -0.8207
C 0.117379 0.612256 0.530437 1.98 0.05 -0.20 0.8074
C 0.961361 -1.021713 -4.723247 2.90 1.01 -1.52 -0.2288
C -0.208728 -0.857998 -4.093015 -3.02 0.53 0.41 -0.2873
C 1.511713 -2.925143 -3.389702 -1.17 0.86 -0.66 -0.2291
C 1.816240 -2.072002 -4.393965 1.26 1.02 -0.90 -0.0062
C -0.668993 -1.802050 -3.168237 1.18 -1.22 -0.48 0.3534
C 0.260108 -2.838936 -2.836250 -2.02 -0.32 1.50 -0.0653
C -0.078010 -3.908593 -1.802507 -0.94 -0.56 -1.13 -0.6255
C 0.985536 3.802083 2.212510 0.15 0.87 -1.94 -0.6044
C -2.388689 -0.541551 -2.143641 -1.24 0.32 -0.46 -0.0725
C -0.366591 0.292975 -0.817169 -3.21 -1.64 -0.16 -0.5159
C -1.874971 -0.235574 -0.772519 0.98 1.44 0.17 -0.4269
C -1.367144 1.953821 4.099014 -0.66 2.13 -0.50 -1.1678
C 0.548241 -0.158204 3.802246 0.89 0.66 0.16 -1.1573
C 1.373491 2.495832 2.877224 0.42 -0.02 -0.81 -0.8424
Si -0.063764 1.388279 2.952098 -1.05 -3.13 2.38 1.9547
H 1.300962 -0.201178 -5.404458 -0.26 -1.15 0.41 0.2318
H -0.857822 -0.018888 -4.432966 0.51 -0.73 0.50 0.2225
H 2.194663 -3.641882 -3.071263 0.95 -1.22 0.45 0.2266
H -0.885146 -4.626447 -2.199817 1.42 0.83 0.54 0.2280
H 0.824923 -4.427494 -1.439190 -0.49 0.02 -0.43 0.2178
H -0.525225 -3.431859 -0.966698 -0.52 0.38 0.97 0.2157
H 1.886531 4.402608 2.050097 -0.27 0.24 0.20 0.2281
H 0.170197 4.450047 2.621818 0.80 -0.89 0.27 0.2311
H 0.650720 3.549344 1.175672 0.17 0.18 0.62 0.2125
H -2.166597 0.350264 -2.784342 0.08 -1.00 0.03 0.1708
H -3.492019 -0.557219 -2.084226 0.45 -0.44 -0.25 0.2008
H 0.250410 -0.467269 -1.308873 0.19 0.39 0.45 0.2579
H -0.333237 1.191977 -1.422839 0.04 0.22 -0.12 0.2394
H -2.508918 0.591005 -0.378251 0.40 -0.40 -0.24 0.2190
H -2.035887 -1.053088 -0.074642 0.31 -0.25 -0.04 0.2213
H -0.904960 1.981250 5.077708 0.00 -0.26 0.31 0.2653
H -1.571349 3.029949 3.888142 -0.30 -0.53 0.16 0.2325
H -2.319727 1.420977 4.119185 0.27 -0.08 -0.08 0.2592
H 1.473184 -0.388605 3.253682 -0.12 -0.62 0.43 0.2347
H 0.768235 0.042346 4.861801 0.31 0.17 -0.40 0.2509
H -0.139976 -0.980181 3.860715 -0.35 -0.49 -0.57 0.2427
H 2.119231 1.876080 2.303401 -0.49 1.07 0.54 0.3255
```
Positions in Å, forces in eV/Å.

Results
**HOMO-LUMO gap**: 9.11 eV
**Total energy**: -44982.3077 eV
**M**: 339.89 g mol⁻¹
**SMILES**: Cc1cc(Cl)ccc1OCCCC(=O)O[Si](C)(C)[C@@H](C)C#N

# 2
The following is a DFT calculation (ωB97M-V with the def2-TZVPD basis set) of C16H22N as an isolated structure at a distorted geometry.

Geometry as XYZ:
```
39
Properties=species:S:1:pos:R:3:forces:R:3:nbo_charge:R:1
C -1.106283 -1.211411 1.741439 -0.47 0.39 -0.88 -0.4549
C -2.504693 -0.653351 2.127615 0.39 -0.15 -0.62 -0.4700
C -2.321472 0.837603 2.092327 0.35 -0.40 -0.21 0.0029
C -1.064713 1.203700 1.722798 -0.18 -0.47 -0.89 -0.2713
C -0.263792 0.021478 1.319518 -0.11 0.50 6.09 0.1757
C 1.177050 0.002658 1.686227 -0.01 0.06 -1.27 -0.1519
C 1.903308 1.204248 1.794661 0.39 0.10 -0.02 -0.0799
C 3.262147 1.190865 2.121963 -0.27 0.04 0.00 -0.2282
C 3.930690 -0.019534 2.344065 -0.51 0.05 -0.08 -0.1253
C 3.217452 -1.218877 2.229011 -0.32 -0.07 0.00 -0.2070
C 1.860305 -1.212397 1.898847 0.26 -0.06 -0.13 -0.1336
H -0.663244 -1.716326 2.608403 0.18 0.27 -0.39 0.2630
H -1.174329 -1.928160 0.912629 0.07 -0.02 0.29 0.2570
H -3.264750 -1.001135 1.412098 -0.01 0.27 0.23 0.2515
H -2.819788 -1.024288 3.115719 0.10 0.28 -0.24 0.2612
H -3.136707 1.507779 2.361504 0.38 0.01 0.11 0.2430
H -0.667512 2.220932 1.709965 -0.35 -0.39 -0.10 0.2467
H 1.398522 2.156772 1.623022 0.30 -0.28 0.03 0.2105
H 3.802816 2.133407 2.205173 -0.17 -0.25 -0.01 0.2384
H 4.989570 -0.028242 2.615090 -0.39 0.01 -0.15 0.2412
H 3.720565 -2.170589 2.398441 -0.14 0.26 -0.04 0.2395
H 1.317611 -2.155401 1.803442 0.30 0.27 0.01 0.2268
C -1.012623 0.469209 -3.905293 -0.02 0.15 0.32 -0.4026
C -1.820656 -0.577148 -3.136605 0.48 -0.13 -0.27 -0.3987
C -1.701539 -0.444301 -1.613602 -1.21 0.16 1.38 -0.2292
N -0.384705 -0.151440 -1.107242 0.57 -1.43 -1.36 -0.4513
C 0.546620 0.635624 -1.882670 0.90 1.22 1.16 -0.2312
C 0.432010 0.512156 -3.404735 -0.28 -0.51 -0.19 -0.3990
H -1.023977 0.230828 -4.975040 -0.04 0.10 0.20 0.2324
H -1.474428 1.455708 -3.780994 0.02 -0.05 -0.04 0.2026
H -2.877483 -0.516604 -3.414881 0.14 -0.04 0.19 0.2330
H -1.474865 -1.574625 -3.427748 0.03 0.08 0.04 0.2118
H -2.447336 0.300573 -1.254544 0.21 -0.06 -0.26 0.1775
H -1.979920 -1.403334 -1.141086 -0.24 0.30 -0.33 0.1948
H -0.310644 -0.024450 -0.044477 -0.02 -0.16 -2.32 0.2943
H 0.480592 1.710791 -1.603772 -0.06 -0.26 -0.24 0.1770
H 1.546490 0.293564 -1.563428 -0.19 0.34 -0.26 0.2085
H 0.943173 -0.403376 -3.719316 -0.06 0.02 0.04 0.2113
H 0.966544 1.347102 -3.868518 -0.01 -0.12 0.21 0.2336
```
Positions in Å, forces in eV/Å.

Results
**HOMO-LUMO gap**: 6.06 eV
**Total energy**: -18429.8461 eV
**Total charge**: +1
**M**: 228.36 g mol⁻¹

# 3
The following is a DFT calculation (ωB97M-V with the def2-TZVPD basis set) of the molecule C16H22N2O5S at a distorted geometry.

Geometry as XYZ:
```
46
Properties=species:S:1:pos:R:3:forces:R:3:nbo_charge:R:1
C 0.133367 -0.228799 -4.036157 0.04 -0.18 0.03 -0.6308
C 0.439500 0.812738 -2.981227 0.46 -0.36 0.52 -0.6323
H 0.949213 1.682736 -3.382702 0.03 0.13 0.05 0.2429
H -0.446709 1.110698 -2.431210 -0.10 0.09 0.10 0.2319
S 1.608390 0.083084 -1.799543 -0.17 0.60 -0.01 2.3003
O 2.913044 0.084011 -2.390877 0.21 0.25 -0.10 -0.9460
O 1.096200 -1.178255 -1.332900 -0.25 -0.04 0.02 -0.9715
N 1.603562 1.208997 -0.533313 -0.03 -0.40 -0.94 -0.6645
C 0.468533 0.977497 0.330556 -0.52 -0.04 0.21 -0.2309
H -0.433376 0.968783 -0.284175 -0.10 -0.04 0.17 0.2233
C 0.356326 2.066236 1.407046 -0.09 -0.16 -0.13 -0.3173
C -0.934899 1.752202 2.160155 0.60 0.30 -0.03 0.6988
O -1.929493 2.430781 2.033148 -0.37 0.10 -0.16 -0.6093
N -0.905080 0.615242 2.908123 0.22 -0.14 0.52 -0.6172
H -0.048633 0.081000 2.875208 -0.04 0.12 -0.09 0.3816
C -2.101890 -0.219338 2.974527 -0.09 0.01 -0.18 -0.2428
C -2.152170 -0.986497 1.675123 -0.24 0.04 0.02 -0.0360
C -2.812721 -0.448105 0.582572 -0.06 0.00 0.25 -0.2329
C -2.680345 -0.989474 -0.695894 0.20 -0.31 -0.29 -0.2591
C -1.854733 -2.076907 -0.834674 0.14 -0.04 0.51 0.2332
C -1.209225 -2.645988 0.266742 -0.29 0.38 -0.27 0.3215
C -1.341075 -2.119105 1.526271 0.03 -0.24 -0.25 -0.3056
H -0.826967 -2.557334 2.366889 0.10 -0.08 0.14 0.2217
O -0.484977 -3.725561 -0.140482 -0.12 0.09 0.49 -0.4870
C -0.575253 -3.738671 -1.548682 0.80 -0.70 -0.86 0.2333
O -1.528043 -2.777722 -1.960338 -0.42 0.28 0.04 -0.4843
H 0.406637 -3.481212 -1.976745 -0.27 -0.03 0.13 0.1743
H -0.891286 -4.735811 -1.887120 0.00 0.24 0.13 0.1614
H -3.191688 -0.563503 -1.543149 -0.08 0.05 -0.13 0.2263
H -3.424186 0.430081 0.719934 -0.06 0.12 0.04 0.2313
H -2.025588 -0.876130 3.842102 -0.08 0.05 -0.03 0.2064
H -2.959355 0.444770 3.081526 0.05 -0.13 0.07 0.2376
H 0.212481 3.030396 0.911174 -0.09 -0.07 0.09 0.2318
C 1.645934 2.118895 2.222427 -0.04 0.24 -0.13 -0.3948
C 2.815985 2.333766 1.262031 -0.14 -0.32 0.01 -0.4017
C 2.850362 1.223458 0.215833 0.67 0.10 -0.04 -0.2340
H 3.650044 1.379692 -0.508010 0.08 -0.03 0.19 0.2387
H 3.011794 0.251785 0.706957 0.05 0.04 0.03 0.1783
H 2.701347 3.293771 0.757697 0.06 0.07 -0.01 0.2090
H 3.760184 2.339135 1.807663 0.03 0.03 -0.04 0.2196
H 1.595428 2.931834 2.948239 -0.01 -0.06 0.07 0.2235
H 1.797466 1.185698 2.769830 0.02 -0.05 0.08 0.1911
H 0.554411 -0.017592 0.793615 -0.08 0.12 0.00 0.1947
H 1.059229 -0.556815 -4.502958 0.01 -0.06 -0.15 0.2251
H -0.345222 -1.089326 -3.573940 -0.07 -0.07 -0.06 0.2370
H -0.526523 0.174860 -4.801292 0.00 0.06 0.00 0.2233
```
Positions in Å, forces in eV/Å.

Results
**HOMO-LUMO gap**: 8.78 eV
**Total energy**: -41001.8923 eV
**M**: 354.43 g mol⁻¹
**SMILES**: CCS(=O)(=O)N1CCC[C@H](C(=O)NCc2ccc3c(c2)OCO3)C1

# 4
The following is a DFT calculation (ωB97M-V with the def2-TZVPD basis set) of C16H22N2RbS9 as an isolated structure.

Geometry as XYZ:
```
50
Properties=species:S:1:pos:R:3:forces:R:3:nbo_charge:R:1
Rb -0.808041 -0.976495 0.475644 0.07 -0.05 -0.45 0.8436
C -2.903029 2.549148 1.968216 -0.03 -0.17 -0.20 -0.5435
C -1.522282 3.180450 1.853233 0.30 -0.23 -0.04 -0.5403
S -0.258049 1.870567 1.880229 0.02 0.41 0.22 0.2384
C 1.245043 2.807019 1.496998 -0.31 -0.17 0.01 -0.5483
C 1.299780 3.442717 0.113640 0.10 -0.27 -0.25 -0.5255
S 1.078273 2.234705 -1.244455 -0.22 0.24 0.04 0.1821
C -0.186686 3.126966 -2.216550 0.31 -0.12 0.11 -0.5213
C -0.900548 2.204916 -3.192497 -0.17 -0.20 0.24 -0.5440
S -1.942998 0.913857 -2.447354 0.00 0.10 -0.11 0.2200
C -3.483572 1.812398 -2.086392 0.30 -0.11 0.04 -0.5410
C -3.512192 2.578426 -0.770191 0.04 -0.18 0.33 -0.5417
S -3.353098 1.415257 0.624140 -0.12 0.15 -0.08 0.2302
H -3.669122 3.321491 2.047010 0.01 0.02 0.09 0.2154
H -2.950356 1.914568 2.855144 -0.04 0.08 0.05 0.2550
H -1.355757 3.847816 2.701369 -0.04 0.06 -0.03 0.2160
H -1.427153 3.756798 0.931026 -0.07 0.05 0.03 0.1908
H 2.033926 2.061477 1.605370 0.07 0.06 0.04 0.2409
H 1.392163 3.575097 2.258613 0.10 0.00 0.00 0.2165
H 2.268880 3.923707 -0.024111 -0.03 0.09 0.06 0.2190
H 0.527478 4.202532 0.002364 0.02 0.04 0.01 0.2084
H 0.312425 3.927005 -2.767183 -0.09 0.05 -0.02 0.2102
H -0.893590 3.568839 -1.517675 -0.01 0.03 -0.02 0.2023
H -0.172274 1.654412 -3.789888 -0.01 0.06 -0.08 0.2316
H -1.524952 2.791380 -3.868689 0.06 0.01 -0.07 0.2169
H -4.244593 1.030665 -2.070318 -0.07 0.05 -0.06 0.2390
H -3.692009 2.478727 -2.924918 -0.08 -0.01 -0.01 0.2150
H -4.463206 3.107700 -0.676291 0.02 0.05 -0.05 0.2128
H -2.702456 3.303861 -0.719994 -0.04 0.04 -0.06 0.1969
S -0.350655 -7.642927 3.627363 0.12 -0.28 -0.02 -0.2578
C -0.688312 -6.057558 3.256180 -0.22 0.37 0.05 -0.5758
S 0.255211 -4.719225 3.782113 -0.27 0.02 -0.21 0.4347
C -0.705614 -3.394160 3.099325 -0.09 -0.60 -0.20 -0.4369
C -1.815290 -3.792778 2.411050 0.43 -0.38 0.17 -0.4316
S -2.977324 -2.834573 1.585424 -0.82 0.06 -0.25 -0.5383
S -2.064091 -5.547639 2.356277 0.31 0.20 0.15 0.4414
S -0.113319 -1.803071 3.361260 0.45 0.54 0.47 -0.5411
N 5.228707 -4.070325 -1.076603 0.05 0.06 0.08 -0.7933
C 4.027441 -3.402766 -1.077657 -0.19 0.05 -0.02 0.2096
C 3.866777 -2.183895 -1.742567 0.06 -0.03 0.02 -0.3341
C 2.647026 -1.539372 -1.665990 0.01 -0.02 0.01 0.0568
N 1.592786 -2.009133 -1.003320 -0.03 0.02 0.00 -0.4957
C 1.751707 -3.176618 -0.371560 -0.04 0.10 -0.06 0.0678
C 2.925294 -3.899991 -0.379476 0.12 -0.09 0.04 -0.3043
H 5.917460 -3.813125 -1.758753 0.01 -0.04 -0.05 0.3811
H 5.232610 -5.028408 -0.778131 0.02 -0.04 -0.03 0.3893
H 4.686812 -1.745868 -2.299280 -0.01 0.02 0.01 0.2043
H 2.507175 -0.582293 -2.160105 0.03 -0.02 -0.02 0.1875
H 0.889718 -3.548683 0.172481 0.02 -0.06 0.09 0.2166
H 2.993875 -4.833596 0.165480 -0.05 0.02 0.01 0.2241
```
Positions in Å, forces in eV/Å.

Results
**HOMO-LUMO gap**: 3.71 eV
**Total energy**: -118104.6752 eV
**Total charge**: -1
**M**: 616.44 g mol⁻¹

# 5
The following is a DFT calculation (ωB97M-V with the def2-TZVPD basis set) of the molecule C16H22N4O3 at a distorted geometry.

Geometry as XYZ:
```
45
Properties=species:S:1:pos:R:3:forces:R:3:nbo_charge:R:1
O 0.550221 4.576842 -2.389738 1.13 0.38 0.63 -0.6705
O -3.364982 -4.673959 1.916173 -0.73 0.00 0.03 -0.5542
N -2.020791 -1.240238 -0.191588 0.89 0.51 0.05 -0.5262
N 0.003822 -1.619155 0.963065 1.11 1.08 -0.41 -0.5434
O 2.634004 4.057057 -1.593976 -0.02 -1.04 0.23 -0.5192
C 1.341049 3.799011 -1.863297 -2.27 -0.27 -1.28 0.8975
C -2.226697 -4.271483 2.000250 -0.50 -1.92 0.61 0.5802
C -0.750016 -0.899528 0.124225 0.16 -0.17 -0.88 0.6089
C -2.506923 -2.307479 0.407324 -2.38 0.55 -0.78 0.3678
C -0.477145 -2.719165 1.514304 -0.02 2.21 -0.07 0.3469
C -1.782150 -3.082750 1.308456 0.46 -0.66 0.15 -0.3487
N 0.874743 2.521700 -1.595143 1.45 1.13 0.47 -0.4604
N -0.182361 0.184886 -0.539821 -0.99 -1.64 0.99 -0.4145
C -3.955722 -2.582141 -0.028403 0.00 0.14 0.51 -0.6480
C 2.701700 6.358690 -0.843272 -0.01 0.02 0.26 -0.6358
C 3.131145 5.355484 -1.902788 -0.16 1.14 0.18 -0.0649
C -1.241949 -5.172236 2.827485 1.44 0.08 -1.86 -0.4902
C 0.402915 -3.371622 2.482743 1.10 -0.50 0.67 -0.4587
C 1.777459 1.440125 -1.231050 0.22 0.28 -0.22 -0.2212
C -0.570169 2.268877 -1.705426 -0.04 0.36 -0.91 -0.2124
C 1.172100 0.597733 -0.147289 0.08 -0.14 -0.39 -0.2140
C -0.889291 0.794114 -1.694650 0.06 0.11 1.23 -0.2259
C 0.245166 -4.881421 2.431470 -0.23 -0.20 1.02 -0.3879
H -4.185032 -2.004409 -0.935154 0.23 0.02 0.48 0.2237
H -4.012178 -3.622402 -0.286131 -0.30 -0.64 0.00 0.2342
H -4.751304 -2.389626 0.746431 1.08 -0.18 -0.58 0.2402
H 3.099738 7.365491 -1.062059 -0.03 -0.48 0.11 0.2161
H 3.097509 5.996029 0.121453 -0.21 0.39 -0.25 0.2062
H 1.611988 6.441320 -0.783325 0.19 -0.09 -0.03 0.2290
H 4.224593 5.342704 -1.898317 -0.18 -0.65 -0.07 0.1881
H 2.801282 5.658745 -2.887568 -0.20 -0.05 -0.25 0.1963
H -1.447635 -6.235024 2.608954 -0.41 0.60 0.14 0.2340
H -1.345653 -5.003603 3.878296 -0.36 0.23 0.70 0.2238
H 1.422800 -3.041483 2.288297 0.02 -0.06 -0.12 0.2363
H 0.178734 -2.989952 3.495432 -0.12 -0.19 -0.27 0.2253
H 2.782475 1.811282 -0.881364 -1.19 -0.19 -0.58 0.2429
H 1.898273 0.815581 -2.128233 0.38 -0.03 0.20 0.1848
H -1.121620 2.795092 -0.927883 0.13 -0.04 0.29 0.2023
H -0.974806 2.661687 -2.647898 0.40 0.14 0.12 0.2254
H 1.860470 -0.243035 -0.055720 -0.43 -0.34 0.28 0.2219
H 1.171761 1.135499 0.803141 -0.17 -0.02 0.04 0.1982
H -1.988749 0.662520 -1.624520 0.81 0.03 0.38 0.2558
H -0.619057 0.310276 -2.621578 0.43 -0.20 -0.35 0.1920
H 0.442410 -5.245024 1.415300 0.02 0.03 0.19 0.2036
H 0.987875 -5.355009 3.133396 -0.86 0.24 -0.69 0.2147
```
Positions in Å, forces in eV/Å.

Results
**HOMO-LUMO gap**: 9.11 eV
**Total energy**: -29052.7252 eV
**M**: 318.38 g mol⁻¹
**SMILES**: CCOC(=O)N1CCN(c2nc(C)c3c(n2)CCCC3=O)CC1

Among the records above, which one has the lowest total energy?
C16H22N2RbS9

The lowest HOMO-LUMO gap belongs to which entry?
C16H22N2RbS9

Among the records above, which one has the lowest M?
C16H22N